# C32H62F9N2O14P3S

A 4-piece molecular cluster, C32H62F9N2O14P3S overall in a non-equilibrium geometry (wB97M-V/def2-TZVPD, the OMol25 dataset).

XYZ file:
```
123
Properties=species:S:1:pos:R:3:forces:R:3:lowdin_charge:R:1
S -3.0385 -7.2839 8.2023 -0.6 -0.2 4.0 0.91
P 2.4428 4.2397 -0.3237 1.7 2.5 8.7 0.66
P 2.1430 -3.4237 -1.1739 1.4 -1.9 -8.2 0.66
P 0.5364 7.1140 -6.1053 6.1 -0.6 -6.0 0.66
F -5.0931 -8.3371 6.8993 1.8 0.6 -0.3 0.11
F -4.6157 -6.1102 5.3095 1.4 -1.3 0.9 0.08
F -1.5033 -7.4613 7.7004 -1.6 0.5 -0.1 -0.14
F -2.4632 -6.7164 9.6141 -0.3 -0.5 -1.5 -0.14
F -2.9646 -8.8006 8.8530 -0.1 1.7 -0.8 -0.16
F -3.1586 -5.7485 7.6918 0.6 -1.5 -0.2 -0.14
F -4.5497 -7.1215 8.8449 1.7 0.0 -0.6 -0.16
F -4.2477 -8.0413 4.3478 0.4 0.5 1.5 0.06
F -3.1450 -9.2202 6.4144 -0.4 1.8 0.2 0.10
O 3.9811 4.7231 -0.8251 -2.1 -0.8 -2.8 -0.20
O -2.4333 -4.6814 2.4746 -0.6 -0.1 1.5 0.02
O -0.6579 -3.8289 3.5038 -0.8 -0.4 0.6 0.11
O 1.4134 6.2659 -4.9412 -3.2 0.6 0.8 -0.19
O 3.1946 3.3845 0.8834 -0.1 -0.8 -1.1 -0.21
O -0.4481 7.8048 -7.0209 -1.9 -0.3 3.5 -0.24
O 1.0003 5.9180 -7.1346 -0.6 -0.3 1.0 -0.22
O 1.3964 -3.0124 -2.5822 -0.7 0.1 1.0 -0.22
O 2.3931 5.7050 0.4306 0.1 0.3 -1.4 -0.22
O 0.9082 -4.5555 -1.0047 0.4 2.2 2.5 -0.19
O 3.1262 -4.6221 -1.7599 -0.1 0.1 1.3 -0.21
O 1.0221 3.8275 0.0036 0.2 -0.9 -4.1 -0.24
O 3.1445 -2.2918 -1.1356 -1.5 -0.1 3.7 -0.24
O 1.8271 8.1359 -6.2912 -0.8 0.2 1.0 -0.21
N -4.6546 -2.1852 0.7793 0.2 -1.4 -0.7 -0.10
N -4.8596 -4.4753 2.7609 0.6 0.2 -0.6 0.11
C 1.3287 -1.6506 -2.9944 0.2 0.2 -0.3 -0.30
C -3.7763 -8.0165 6.6540 -1.6 -1.9 -1.3 -0.39
C -5.9373 -2.6720 0.2008 -0.2 0.9 0.2 -0.12
C 0.8881 -5.3947 0.1443 -0.1 -0.6 0.4 -0.28
C 2.3878 -1.3719 -4.0432 0.1 -0.1 -0.1 -0.08
C -3.6620 -3.2579 0.9420 1.7 0.0 0.9 -0.17
C 2.0317 10.0932 -4.8789 0.0 -0.1 0.1 -0.08
C 1.4655 6.7625 -3.6096 0.2 0.1 0.5 -0.28
C -4.2147 -2.4938 4.6498 0.8 1.6 -0.1 -0.03
C 3.8845 1.0955 0.4910 0.1 0.1 -0.1 -0.08
C 4.7519 3.8516 -1.6446 0.6 -0.2 -0.2 -0.29
C 2.8687 2.0213 1.1316 0.1 -0.4 0.3 -0.29
C 1.1762 6.4386 0.5086 -0.2 0.1 0.3 -0.31
C -3.5767 -3.8072 2.4535 -1.4 2.4 -1.3 -0.45
C -3.4714 -2.5435 3.3736 0.0 2.0 2.5 -0.13
C 1.6605 9.5479 -6.2449 0.2 0.5 -0.1 -0.29
C -1.9178 -5.2567 4.9620 0.5 -0.6 0.2 -0.05
C -2.6555 -0.1583 3.9257 -1.2 -1.4 0.6 -0.06
C 0.0990 7.1033 -3.0532 -0.1 -0.1 -0.1 -0.08
C 4.4308 -4.8270 -1.2320 0.5 -0.2 -0.1 -0.29
C 0.4358 6.0460 -9.4742 0.1 0.1 -0.1 -0.08
C 3.9810 3.3271 -2.8384 -0.1 0.1 0.0 -0.08
C -2.2949 -6.7897 4.8029 -0.1 0.6 -0.7 -0.04
C 1.0428 -4.6242 1.4385 0.1 0.1 -0.4 -0.09
C -1.6312 -4.5275 3.6150 0.9 0.4 0.2 -0.41
C 4.4374 -5.9651 -0.2290 -0.2 0.0 0.1 -0.08
C -2.6955 -1.3342 3.0568 -0.9 -0.2 1.4 -0.02
C -3.7251 -7.1714 5.3321 0.0 0.1 -2.5 -0.37
C -3.4080 -0.1046 5.1904 0.0 -2.7 -2.0 -0.07
C 0.5499 6.2618 1.8779 0.0 0.0 0.2 -0.07
C -4.1797 -1.3140 5.5280 1.1 0.9 -1.4 -0.07
C 0.1043 5.4296 -8.1293 0.0 0.0 -0.4 -0.30
H -0.0779 -5.9057 0.1458 0.0 0.1 -0.2 0.12
H 1.2043 6.6737 2.6493 0.0 0.1 -0.1 0.08
H 3.7111 0.0605 0.7901 0.0 0.0 -0.1 0.07
H 0.2750 -3.8581 1.5231 0.0 -0.1 0.0 0.07
H 1.4185 7.4942 0.3524 0.1 -0.1 0.0 0.12
H 0.2340 4.3453 -8.1834 0.1 0.0 0.1 0.11
H 2.2018 -1.9708 -4.9375 -0.1 0.1 0.0 0.08
H 2.3295 9.9732 -6.9969 0.0 -0.1 0.0 0.12
H 1.4371 5.7461 -9.7915 -0.1 -0.1 0.0 0.08
H 1.9151 5.9771 -2.9964 0.0 -0.1 -0.2 0.10
H 3.9716 -6.8588 -0.6499 0.1 0.0 0.0 0.08
H -5.8875 -3.7313 -0.1598 0.0 0.9 0.2 0.08
H 3.1255 2.7175 -2.5234 0.0 -0.1 0.0 0.07
H 3.8186 1.1467 -0.5994 0.0 -0.1 0.0 0.06
H 5.6099 4.4279 -1.9987 -0.1 0.1 0.1 0.12
H 1.8649 1.7667 0.7842 0.0 0.2 0.0 0.10
H -0.3739 7.9100 -3.6256 0.1 0.1 0.0 0.07
H 1.6508 -6.1710 0.0456 0.1 0.1 -0.1 0.10
H 4.8363 -3.9239 -0.7704 -0.2 0.1 -0.1 0.10
H -1.4932 -7.4765 5.1940 -1.0 0.8 -0.1 0.13
H 0.3371 -1.4874 -3.4253 0.0 -0.2 0.1 0.11
H -2.6333 -2.8431 0.7299 -1.0 -0.5 0.0 0.12
H -3.4053 0.8028 5.8396 0.0 -1.0 -0.7 0.10
H 0.1785 7.4254 -2.0146 0.0 0.1 -0.1 0.06
H -5.5500 -3.7110 2.7476 0.3 -0.4 0.2 0.08
H 3.5896 4.1528 -3.4375 0.1 0.0 0.0 0.07
H 0.6436 9.8524 -6.5018 0.0 -0.2 -0.1 0.10
H -0.5641 6.2365 -3.1034 0.1 0.0 0.1 0.09
H -0.9347 5.6139 -7.8509 0.1 0.1 0.0 0.10
H -4.2340 -1.4697 0.1899 -0.3 -0.3 0.2 0.10
H -4.7572 -1.2610 6.4858 0.5 -0.5 -1.1 0.10
H 3.0197 9.7416 -4.5735 0.0 0.1 -0.1 0.08
H -2.6616 -4.6510 5.5354 0.4 -0.6 -0.6 0.11
H -0.2812 5.7315 -10.2354 0.0 0.0 0.0 0.08
H -2.0637 0.7216 3.5885 -0.5 -0.8 0.3 0.10
H 5.0791 -5.0841 -2.0733 -0.1 0.1 0.0 0.12
H -6.2005 -1.9948 -0.6553 -0.1 -0.8 0.8 0.09
H -4.8636 -3.3374 4.9988 0.8 0.8 -0.6 0.10
H 1.3160 9.7584 -4.1226 0.0 0.1 0.0 0.06
H -0.9619 -5.2274 5.5582 -0.9 0.3 -0.8 0.14
H 2.0320 11.1845 -4.8829 0.0 0.0 0.0 0.08
H 2.1416 7.6190 -3.5629 0.0 0.1 -0.1 0.11
H 5.1527 3.0370 -1.0377 -0.1 0.0 0.1 0.10
H -2.2997 -6.9812 3.6901 -0.4 0.0 1.2 0.14
H -2.1276 -1.2919 2.1019 -0.4 0.0 0.9 0.10
H 2.0158 -4.1188 1.4874 0.1 -0.1 0.0 0.08
H 5.4568 -6.2092 0.0752 0.0 0.0 0.0 0.08
H 0.4378 7.1361 -9.4259 -0.2 -0.1 0.1 0.07
H 3.8735 -5.6921 0.6673 0.1 0.0 0.0 0.06
H 2.3916 -0.3162 -4.3239 0.0 0.0 0.0 0.07
H 4.9018 1.3779 0.7716 -0.1 0.0 0.1 0.08
H 4.6241 2.7103 -3.4682 -0.1 0.0 0.0 0.09
H -5.0904 -5.0195 1.9203 0.1 -0.1 0.5 0.09
H -3.8217 -4.1583 0.2885 0.1 0.7 0.4 0.12
H 0.9654 -5.2950 2.2940 0.1 0.1 0.0 0.08
H 0.4869 6.1472 -0.2855 0.0 -0.1 0.2 0.08
H 1.4227 -0.9742 -2.1426 0.1 -0.1 0.0 0.10
H 0.4078 5.2076 2.1202 -0.1 0.0 -0.2 0.07
H 3.3838 -1.6425 -3.6887 -0.1 0.1 0.2 0.07
H 2.8853 1.8808 2.2154 0.0 0.1 0.0 0.12
H -0.4171 6.7665 1.9335 0.0 0.0 0.0 0.08
H -6.7219 -2.5793 0.9989 0.4 -0.2 -0.9 0.08
```
Positions in Å, forces in eV/Å.

As for the LUMO energy: -1.25 eV. The multiplicity is 1. The value obtained for the largest force on an atom is 9.21 eV Å⁻¹. The calculation puts the gap between HOMO and LUMO at 0.28796 hartree. Its net charge is 0. Its highest occupied orbital energy is -9.09 eV. The SMILES is CNC[C@@](N)(OC(=O)CCC(F)(F)C(F)(F)S(F)(F)(F)(F)F)c1ccccc1.CCOP(=O)(OCC)OCC.CCOP(=O)(OCC)OCC.CCOP(=O)(OCC)OCC. For the total energy, the calculation gives -4740.25967 hartree.